No. 1
Molecular formula: C28H45BrN2P2Pb
Method: DFT, ωB97M-V with the def2-TZVPD basis set

The energy is -4652.333928 Eh. Its charge is +2. For the HOMO energy (spin up / spin down), the calculation gives -11.687 / -11.687 eV. For the frontier orbital gap (spin up / spin down), the calculation gives 0.1570 / 0.1570 Eh. The value obtained for the energy relative to the best compared isomer or geometry (same formula, charge and spin) is 0.000 eV.

Atoms and positions in Å:
N -6.89 5.13 -4.54
C -6.60 5.67 -3.35
C -5.53 5.22 -2.56
C -4.74 4.14 -3.02
C -5.02 3.62 -4.30
C -6.12 4.13 -5.01
C -3.71 3.58 -2.15
Pb 0.32 2.77 0.60
P 5.76 -0.63 0.22
C -2.89 2.57 -2.54
C -2.13 1.79 -1.61
C -0.99 1.11 -2.10
C -0.18 0.41 -1.24
C -0.68 -0.07 0.03
C -1.59 0.90 0.60
C -2.41 1.71 -0.23
Br 1.81 0.33 1.03
H -3.66 4.02 -1.15
H -2.76 2.32 -3.60
H -5.32 5.68 -1.59
H -4.42 2.82 -4.74
H -7.24 6.49 -2.98
H -6.39 3.72 -6.00
H -0.84 1.13 -3.20
H -3.33 2.16 0.16
H 0.84 0.22 -1.58
H -1.81 0.84 1.67
P -0.85 -1.91 0.40
C 4.97 1.00 0.60
C 5.86 2.21 0.30
H 4.68 1.01 1.66
H 4.04 1.07 0.02
H 5.39 3.13 0.66
H 6.83 2.13 0.80
H 6.02 2.34 -0.77
C 4.91 -1.16 -1.33
C 5.55 -2.35 -2.04
H 4.97 -0.27 -1.98
H 3.85 -1.35 -1.13
H 5.08 -2.50 -3.02
H 6.62 -2.19 -2.22
H 5.43 -3.28 -1.48
C 5.03 -1.88 1.40
C 5.72 -1.83 2.76
H 5.21 -2.87 0.93
H 3.95 -1.74 1.48
H 5.12 -2.33 3.52
H 6.68 -2.35 2.74
H 5.89 -0.80 3.09
C -0.89 -3.43 1.60
C -1.86 -4.59 1.33
H -1.03 -3.02 2.61
H 0.13 -3.85 1.60
H -2.87 -4.39 1.70
H -1.93 -4.82 0.26
H -1.53 -5.52 1.82
C 0.24 -2.67 -0.86
C -0.21 -2.71 -2.32
H 0.47 -3.70 -0.53
H 1.18 -2.11 -0.73
H -1.23 -3.10 -2.41
H -0.14 -1.73 -2.79
H 0.46 -3.39 -2.85
C -2.56 -2.07 -0.23
C -3.65 -1.79 0.80
H -2.64 -3.07 -0.67
H -2.59 -1.35 -1.05
H -4.42 -1.17 0.35
H -4.13 -2.72 1.11
H -3.30 -1.27 1.70
C 0.18 0.40 6.08
C -0.65 0.60 4.78
C -0.22 1.63 3.85
N -0.01 2.46 3.06
H 1.19 0.05 5.84
H -0.28 -0.35 6.74
H 0.27 1.33 6.64
H -0.68 -0.37 4.26
H -1.69 0.84 5.07

---

No. 2
Molecular formula: C5H8N2O
Method: DFT, ωB97M-V with the def2-TZVPD basis set

The energy is -379.857681 Eh. For the HOMO energy (spin up / spin down), the calculation gives -8.242 / -8.242 eV. For the frontier orbital gap (spin up / spin down), the calculation gives 0.2935 / 0.2935 Eh. The value obtained for the energy relative to the best compared isomer or geometry (same formula, charge and spin) is 6.272 eV.

Atoms and positions in Å:
C 0.99 -2.02 0.21
C 0.25 -1.01 1.07
C 0.76 0.55 0.67
N -1.67 1.04 -1.78
C -0.67 0.12 0.02
C 1.00 1.84 0.78
N -0.64 0.43 -1.25
O -0.07 -1.25 2.23
H -1.58 1.30 -2.75
H -2.60 0.97 -1.38
H -1.63 0.13 0.54
H 0.41 -2.94 0.20
H 1.15 -1.66 -0.80
H 1.95 -2.24 0.68
H 1.78 2.15 1.46
H 0.57 2.57 0.10

---

No. 3
Molecular formula: C5H8O
Method: DFT, ωB97M-V with the def2-TZVPD basis set

The energy is -270.235512 Eh. For the HOMO energy (spin up / spin down), the calculation gives -7.356 / -6.671 eV. For the frontier orbital gap (spin up / spin down), the calculation gives 0.2093 / 0.1505 Eh. The value obtained for the energy relative to the best compared isomer or geometry (same formula, charge and spin) is 8.772 eV.

Atoms and positions in Å:
C 1.73 0.14 -0.42
C 0.48 0.21 0.41
C -0.22 -1.12 0.50
C -1.36 -0.35 -0.19
O -2.54 -0.53 0.05
C -0.60 1.01 -0.29
H 1.40 -0.26 -1.41
H 2.17 1.12 -0.61
H 2.48 -0.56 -0.03
H -1.97 0.50 1.54
H -0.57 -1.48 1.47
H 0.32 -1.94 0.00
H -1.05 1.85 0.25
H -0.27 1.40 -1.27

---

No. 4
Molecular formula: C5H15NO
Method: DFT, ωB97M-V with the def2-TZVPD basis set

The SMILES is CC(C)[C@H](C)N.O. The energy is -329.475392 Eh. For the HOMO energy, the calculation gives -8.852 eV. For the frontier orbital gap, the calculation gives 0.3572 Eh. The value obtained for the energy relative to the best compared isomer or geometry (same formula, charge and spin) is 0.876 eV.

Atoms and positions in Å:
C -0.22 -0.10 1.52
C -0.97 0.84 0.53
C -0.11 1.28 -0.63
C -0.86 2.15 -1.62
C 0.54 0.08 -1.37
N -2.24 0.26 0.14
H 0.84 0.12 1.70
H -0.68 -0.23 2.50
H -0.20 -1.03 0.93
H -1.09 1.78 1.11
H 0.75 1.78 -0.17
H -1.56 2.84 -1.14
H -1.44 1.50 -2.30
H -0.23 2.68 -2.34
H 1.47 -0.26 -0.91
H -0.12 -0.80 -1.29
H 0.70 0.13 -2.44
H -2.21 -0.11 -0.80
H -2.55 -0.36 0.86
H 2.85 -4.21 2.47
H 4.07 -4.42 1.61
O 3.26 -3.93 1.64

---

No. 5
Molecular formula: C15H39NO8
Method: DFT, ωB97M-V with the def2-TZVPD basis set

The SMILES is CC1(C)CCCC(C)(C)N1O.OCCO.OCCO.OCCO.O. The energy is -1251.488168 Eh. For the HOMO energy, the calculation gives -9.043 eV. For the frontier orbital gap, the calculation gives 0.3394 Eh. The value obtained for the energy relative to the best compared isomer or geometry (same formula, charge and spin) is 0.000 eV.

Atoms and positions in Å:
O -3.06 -23.68 -5.51
H -3.25 -22.73 -5.57
H -2.93 -23.95 -6.43
C -4.03 -26.28 -9.94
C -3.22 -26.00 -8.66
C -1.99 -26.95 -8.58
C -0.76 -26.38 -9.29
C -0.51 -24.96 -8.77
C -1.65 -23.97 -9.05
N -2.82 -24.63 -8.44
O -3.96 -23.76 -8.35
C -1.27 -22.71 -8.28
C -1.81 -23.67 -10.53
C -4.10 -26.38 -7.46
H -3.75 -25.58 -10.73
H -5.10 -26.11 -9.81
H -3.90 -27.28 -10.34
H -1.73 -27.22 -7.56
H -2.27 -27.89 -9.07
H -0.94 -26.38 -10.37
H 0.12 -27.00 -9.09
H 0.39 -24.55 -9.25
H -0.29 -25.08 -7.71
H -1.00 -22.85 -7.23
H -0.36 -22.33 -8.74
H -2.02 -21.92 -8.34
H -2.12 -24.58 -11.05
H -2.56 -22.90 -10.67
H -0.85 -23.45 -11.00
H -5.09 -25.93 -7.51
H -3.71 -25.95 -6.54
H -4.24 -27.45 -7.28
H -4.36 -23.85 -9.23
C -4.93 -26.20 -3.33
C -4.50 -27.55 -3.94
O -3.75 -28.33 -3.00
O -3.87 -25.26 -3.23
H -5.36 -26.36 -2.34
H -5.65 -25.83 -4.08
H -3.87 -27.37 -4.80
H -5.38 -28.12 -4.27
H -4.36 -28.66 -2.34
H -3.69 -24.93 -4.13
C -7.22 -22.59 -5.57
C -7.57 -23.26 -6.87
O -7.29 -22.42 -8.00
O -8.12 -21.52 -5.31
H -6.17 -22.28 -5.59
H -7.33 -23.35 -4.78
H -8.62 -23.57 -6.92
H -7.03 -24.19 -7.08
H -7.82 -21.63 -7.88
H -7.62 -20.71 -5.26
C -2.33 -20.62 -3.47
C -3.51 -20.32 -4.39
O -3.04 -20.17 -5.71
O -1.33 -19.62 -3.65
H -1.89 -21.55 -3.83
H -2.68 -20.73 -2.45
H -4.09 -19.47 -4.01
H -4.21 -21.17 -4.35
H -3.74 -19.89 -6.32
H -1.23 -19.50 -4.61

---

No. 6
Molecular formula: C4H6O2
Method: DFT, ωB97M-V with the def2-TZVPD basis set

The SMILES is CC(C=O)C=O. The energy is -306.426324 Eh. For the HOMO energy, the calculation gives -9.383 eV. For the frontier orbital gap, the calculation gives 0.3483 Eh. The value obtained for the energy relative to the best compared isomer or geometry (same formula, charge and spin) is 2.176 eV.

Atoms and positions in Å:
C -1.36 -0.45 -0.37
C 0.15 -0.15 -0.53
C 0.59 1.24 0.04
O 0.57 1.53 1.21
C 1.04 -0.79 0.51
O 0.68 -0.69 1.66
H -1.62 -1.45 -0.76
H -1.62 -0.43 0.69
H -1.99 0.27 -0.90
H 0.46 -0.26 -1.58
H 1.02 1.92 -0.70
H 2.08 -1.03 0.24

---

No. 7
Molecular formula: C17H33I2O6PRh2S2
Method: DFT, ωB97M-V with the def2-TZVPD basis set

The energy is -3071.417488 Eh. Its charge is +4. The spin multiplicity is 9. For the HOMO energy (spin up / spin down), the calculation gives -18.888 / -21.220 eV. The expectation value of S² is 20.04. For the frontier orbital gap (spin up / spin down), the calculation gives 0.2006 / 0.1410 Eh.

Atoms and positions in Å:
I -0.87 -3.20 -0.99
I -0.55 -2.19 -4.00
Rh -0.07 0.66 -3.17
Rh 0.03 -0.20 0.00
S 1.33 -0.90 -1.91
S -1.73 -0.41 -1.70
C 1.40 0.38 1.06
C 3.17 -0.68 -1.88
C -3.41 0.35 -1.58
C 3.68 -1.04 -3.26
C 3.53 0.74 -1.53
C 3.67 -1.68 -0.84
C -4.07 0.23 -2.94
C -3.20 1.78 -1.16
C -4.17 -0.50 -0.57
C 1.29 1.55 -4.07
C -1.14 1.96 -3.94
O 2.27 0.73 1.75
O 2.07 2.19 -4.66
O -1.71 2.83 -4.47
H 3.34 -0.31 -4.00
H 3.33 -2.04 -3.55
H 4.78 -1.03 -3.24
H 3.12 1.44 -2.27
H 4.63 0.81 -1.54
H 3.18 1.01 -0.53
H 3.35 -1.40 0.17
H 4.76 -1.68 -0.86
H 3.30 -2.68 -1.08
H -5.10 0.58 -2.85
H -4.08 -0.82 -3.26
H -3.56 0.84 -3.69
H -4.19 2.25 -1.03
H -2.66 2.34 -1.93
H -2.66 1.84 -0.21
H -5.18 -0.10 -0.47
H -3.69 -0.48 0.42
H -4.23 -1.53 -0.93
C -3.99 0.69 3.50
C -3.53 1.55 2.36
O -2.19 1.25 1.87
P -1.25 -0.03 1.87
O -0.39 0.13 3.25
C -0.82 -0.25 4.60
C -0.33 0.83 5.51
O -2.17 -1.31 2.15
C -1.67 -2.71 2.41
C -0.17 -2.82 2.34
H -3.86 -0.38 3.30
H -5.05 0.89 3.64
H -3.52 0.97 4.44
H -4.19 1.45 1.48
H -3.49 2.60 2.68
H -1.91 -0.31 4.65
H -0.38 -1.23 4.84
H -0.78 1.80 5.27
H -0.57 0.60 6.55
H 0.75 0.96 5.41
H -2.05 -3.02 3.42
H -2.14 -3.33 1.63
H 0.33 -1.96 2.77
H 0.18 -3.74 2.81
H 0.13 -2.89 1.28

---

Q: Look up the energy of the third one.
A: -270.235512 Eh